Formula: C26H50InNOP3
Source: the Open Molecules 2025 dataset
Level of theory: ωB97M-V with the def2-TZVPD basis set

Each line ends with the Löwdin charge.
Cartesian coordinates (Å):
N1 -1.96 1.40 4.67  -0.1808
C1 0.82 2.99 -3.79  -0.0866
H1 0.68 3.04 -5.94  0.1012
H2 -0.79 -3.54 0.88  0.0416
H3 1.79 -0.43 4.34  0.0845
H4 -4.50 -1.72 0.46  0.0741
H5 0.71 2.70 -1.65  0.0712
H6 -0.04 4.87 -7.33  0.0544
In1 -0.60 0.60 0.39  0.7150
H7 2.81 -2.52 2.39  0.0784
C2 -0.93 5.15 -6.77  -0.0803
H8 -3.90 3.55 3.15  0.1268
C3 -2.25 0.21 5.53  0.0191
H9 0.44 -3.26 -0.94  0.0311
H10 -1.37 -2.67 2.35  0.0430
H11 3.49 -0.08 0.94  0.0325
C4 -1.05 2.09 -5.07  -0.0843
H12 -2.08 0.29 2.90  0.0818
C5 -1.68 1.68 -3.91  -0.0161
H13 1.16 -1.92 -4.20  0.0879
H14 -2.09 3.55 -7.53  0.0535
H15 0.11 -0.94 4.04  0.0383
C6 0.23 2.54 -2.61  -0.0677
H16 -3.00 4.75 -6.43  0.0595
C7 0.78 -1.18 -3.49  -0.1709
H17 2.85 1.26 1.91  0.0641
H18 -3.61 1.05 3.40  0.1474
H19 3.42 0.23 -1.94  0.0816
C8 0.91 -0.28 3.70  -0.2477
P1 -2.12 -1.55 0.32  0.7749
H20 -1.77 0.36 6.50  0.1223
H21 -3.83 -1.03 1.97  0.0489
H22 -3.45 2.69 5.41  0.1230
C9 -2.06 4.44 -6.89  -0.0928
H23 -1.95 2.62 6.37  0.1188
H24 -3.34 0.15 5.64  0.1238
H25 -1.58 2.02 -6.01  0.1005
H26 -1.97 3.52 4.83  0.1103
H27 -0.93 1.45 4.53  0.1420
H28 0.92 -0.16 -3.88  0.0709
H29 1.13 -2.89 2.85  0.0617
C10 2.98 0.18 1.87  -0.2318
O1 -1.32 0.92 -1.73  -0.2509
H30 1.59 -3.73 -2.25  0.0935
H31 3.83 -1.28 -2.79  0.0948
H32 -0.87 6.03 -6.13  0.0577
H33 3.85 -1.25 -1.02  0.0617
C11 -2.25 2.42 2.39  -0.2770
H34 -2.41 -1.31 -2.08  0.0503
P2 1.58 -1.37 -1.91  0.9041
C12 -0.80 3.58 0.84  -0.1064
H35 -1.13 5.71 0.63  0.1309
C13 -2.38 -2.16 -1.38  -0.2170
C14 -2.54 1.22 3.26  -0.0953
H36 -1.87 -0.69 5.05  0.0901
C15 -3.01 3.58 2.53  -0.0371
H37 -3.35 -2.68 -1.41  0.0761
C16 1.44 -3.08 -1.36  -0.1834
H38 -2.66 1.22 -3.89  0.1198
H39 -3.17 5.69 2.10  0.1323
C17 -0.95 1.74 -2.69  -0.4401
H40 1.75 3.57 -3.75  0.1164
H41 1.61 -2.92 1.16  -0.0048
C18 -1.48 4.78 1.09  -0.0149
H42 0.59 0.76 3.80  0.0345
C19 1.76 -2.39 2.10  -0.2289
C20 -3.76 -1.03 0.87  -0.2269
C21 -1.65 -2.99 1.33  -0.2292
H43 -1.60 -2.87 -1.70  0.0458
C22 3.31 -0.86 -1.91  -0.1771
H44 3.58 -0.14 2.73  0.0743
C23 -1.25 2.41 1.41  -0.2237
H45 0.09 3.58 0.19  0.0883
H46 -3.97 -0.02 0.50  0.0711
C24 -2.61 4.77 1.92  -0.0205
H47 -0.30 -1.35 -3.33  0.0606
H48 0.68 -0.56 -1.15  -0.0406
H49 -2.51 -3.68 1.39  0.0816
C25 -2.36 2.66 5.36  0.0260
P3 1.33 -0.62 1.96  0.7787
H50 2.23 -3.32 -0.62  0.0598
C26 0.22 2.70 -5.02  -0.1002

The HOMO-LUMO gap comes out at 5.0 eV. Its net charge is +3. As for the spin multiplicity: 1. The calculation puts the HOMO energy at -14.084 eV.

=====

Formula: C5H10N2
Source: the Open Molecules 2025 dataset
Level of theory: ωB97M-V with the def2-TZVPD basis set

Each line ends with the Löwdin charge.
Cartesian coordinates (Å):
H1 -0.74 1.71 1.43  0.0888
C1 2.65 0.60 -0.54  -0.0397
C2 -0.82 0.28 -0.02  -0.3896
H2 3.18 1.52 -0.72  0.0279
N1 -1.42 1.19 0.89  0.0644
N2 0.62 -1.58 0.87  0.1490
C3 1.40 0.59 -0.05  -0.2142
H3 -2.12 1.79 0.47  0.0817
H4 -0.13 -2.09 1.32  0.0995
H5 -1.33 -1.20 -1.49  0.0797
H6 3.15 -0.32 -0.84  0.0366
H7 0.33 1.25 -0.56  0.1798
H8 -2.50 0.12 -1.34  0.0756
C4 -1.83 -0.54 -0.79  -0.0565
H9 -2.45 -1.13 -0.11  0.0762
C5 0.45 -0.32 0.37  -0.3591
H10 1.55 -1.89 1.11  0.0997

The HOMO-LUMO gap comes out at 7.4 eV. As for the spin multiplicity: 1. The calculation puts the HOMO energy at -6.544 eV.

=====

Formula: C17H14FN3O3S2
Source: the Open Molecules 2025 dataset
Level of theory: ωB97M-V with the def2-TZVPD basis set

Each line ends with the Löwdin charge.
Cartesian coordinates (Å):
H1 -3.26 -0.10 -2.99  0.1149
C1 3.48 0.02 1.49  -0.0200
H2 -1.28 0.98 -2.76  0.1150
C2 -2.19 -2.50 -0.18  0.0013
H3 0.55 -0.67 -0.43  0.0824
H4 3.31 0.37 2.50  0.1153
N1 -0.92 0.48 -1.96  -0.0446
F1 5.81 0.49 -1.22  0.0552
C3 3.91 -0.90 -1.09  0.0052
C4 0.21 -1.61 1.33  -0.5389
C5 -3.80 -1.82 -1.83  -0.0900
O1 1.02 1.21 -0.49  -0.2798
H5 -1.89 -3.16 0.61  0.1112
S1 -0.31 1.61 -0.87  0.6329
C6 -1.74 -0.59 -1.57  -0.2824
C7 -3.41 -2.67 -0.81  -0.0756
C8 -1.96 1.20 2.76  -0.1543
C9 2.83 -1.37 -0.36  -0.0296
C10 -1.33 1.47 0.57  -0.6027
N2 -0.08 -1.31 0.03  0.1392
C11 -3.17 1.32 2.16  -0.3664
H6 2.19 -2.12 -0.79  0.1206
H7 4.10 -1.25 -2.09  0.1211
O2 -0.57 -2.03 2.15  0.0691
H8 -4.74 -1.95 -2.33  0.1024
N3 1.52 -1.35 1.70  0.1426
H9 -4.15 1.29 2.61  0.0694
H10 0.15 1.22 2.10  0.1160
C12 -1.34 -1.47 -0.56  -0.1786
H11 5.24 1.21 1.20  0.1197
S2 -3.04 1.56 0.46  1.0735
C13 2.59 -0.90 0.93  -0.2673
H12 -4.06 -3.48 -0.50  0.1043
C14 4.75 0.03 -0.51  -0.2763
O3 -0.48 2.88 -1.50  -0.2780
H13 1.66 -1.37 2.70  0.1547
H14 -1.83 1.04 3.82  0.1107
C15 -2.97 -0.78 -2.20  -0.0497
C16 4.56 0.49 0.78  -0.0012
C17 -0.90 1.29 1.85  -0.1415

The HOMO-LUMO gap comes out at 8.6 eV. As for the spin multiplicity: 1. The calculation puts the HOMO energy at -8.302 eV.

=====

Formula: C16H23N4O9SW
Source: the Open Molecules 2025 dataset
Level of theory: ωB97M-V with the def2-TZVPD basis set

Each line ends with the Löwdin charge.
Cartesian coordinates (Å):
N1 3.25 4.88 -0.47  0.2348
C1 0.26 -4.83 -2.27  -0.0231
H1 -1.84 3.47 0.24  0.1466
H2 -2.65 -3.18 -1.73  0.1203
H3 3.68 5.63 -1.01  0.1932
H4 -3.45 -4.85 -3.34  0.1250
H5 -1.20 0.97 -3.14  0.1875
C2 1.84 2.89 -0.77  -0.5812
H6 -3.04 2.03 1.79  0.1401
C3 -1.96 -3.90 -2.15  -0.0089
H7 2.06 -3.27 -1.90  0.1136
C4 -0.79 1.03 -2.13  -0.3150
H8 0.91 -0.22 3.51  0.1340
O1 -2.42 -1.60 1.03  0.1952
S1 1.02 -1.08 0.75  0.8872
H9 -1.89 2.08 4.05  0.1626
H10 -1.88 -6.52 -4.28  0.1267
H11 3.92 3.03 -1.31  0.1608
H12 -1.08 -2.55 -0.31  0.1119
C5 -0.62 -3.88 -1.77  -0.1989
H13 3.86 4.69 0.33  0.1917
N2 -0.65 0.97 2.71  -0.1830
N3 -0.27 -2.87 -0.82  0.1214
C6 -1.56 -0.18 2.77  -0.0387
C7 -1.53 -5.78 -3.57  -0.0287
C8 3.03 3.66 -1.30  0.0059
H14 2.86 -2.14 -0.86  0.1246
H15 2.35 5.20 -0.10  0.1715
O2 1.41 1.60 1.46  -0.2973
O3 0.97 3.47 -0.09  0.0053
C9 1.64 1.64 2.81  -0.4775
H16 2.82 3.95 -2.33  0.1659
O4 -0.21 0.06 -1.58  -0.1029
C10 -0.20 -5.78 -3.18  -0.0356
H17 -0.57 2.99 3.31  0.1519
N4 2.01 -2.58 -1.17  0.1851
H18 -1.08 -1.05 3.22  0.1541
O5 2.54 2.24 3.28  0.2377
C11 0.58 0.82 3.51  -0.0497
H19 0.46 1.14 4.54  0.1681
H20 -2.69 3.68 2.33  0.1608
C12 -1.95 -0.56 1.35  -0.5305
C13 -2.24 2.73 2.04  -0.1207
C14 0.87 -2.29 -0.56  -0.6407
C15 -1.33 2.23 3.13  -0.0970
C16 -2.41 -4.84 -3.05  -0.0343
O6 -1.65 0.42 0.46  -0.2373
H21 0.48 -6.52 -3.56  0.1264
O7 -0.88 2.09 -1.44  -0.0662
W1 0.03 1.19 0.28  1.9951
O8 -1.38 2.93 0.90  -0.1376
H22 -2.46 0.02 3.35  0.1662
H23 1.29 -4.91 -1.93  0.1082
O9 1.71 1.65 -1.02  -0.0747

The HOMO-LUMO gap comes out at 5.1 eV. Its net charge is +3. As for the spin multiplicity: 1. The calculation puts the HOMO energy at -16.313 eV.

=====

Formula: C3H2NO2S
Source: the Open Molecules 2025 dataset
Level of theory: ωB97M-V with the def2-TZVPD basis set

Each line ends with the Löwdin charge.
Cartesian coordinates (Å):
O1 1.81 2.35 -0.21  -0.0863
S1 1.35 -0.07 0.85  0.7703
H1 0.44 1.09 -0.92  0.0480
O2 -2.12 2.12 0.40  0.0866
H2 -0.09 -1.91 0.47  -0.0355
C1 1.27 1.27 -0.23  -0.7226
C2 -0.11 -0.87 0.05  -0.5757
N1 -1.29 -0.05 0.28  -0.0248
C3 -1.50 1.14 0.32  -0.4600

The HOMO-LUMO gap comes out at 5.9 eV. Its net charge is -1. As for the spin multiplicity: 1. The calculation puts the HOMO energy at -2.214 eV.

=====

Formula: C10H10Cl5CoN3O4
Source: the Open Molecules 2025 dataset
Level of theory: ωB97M-V with the def2-TZVPD basis set

Each line ends with the Mulliken spin population.
Cartesian coordinates (Å):
H1 2.79 0.12 -1.61  -0.0029
C1 2.62 2.18 -1.66  -0.0110
C2 1.39 -0.13 3.32  -0.0034
Cl1 2.94 -0.60 1.13  0.0025
H2 -1.62 -2.81 -0.69  -0.0003
Cl2 2.73 -0.71 4.25  0.0013
H3 1.97 0.67 -2.91  -0.0006
H4 3.35 2.51 -2.40  0.0018
H5 0.73 -2.57 -1.27  0.0000
H6 -4.81 -2.13 -1.73  0.0001
H7 0.46 -1.83 0.21  -0.0051
C3 -0.86 0.74 3.21  -0.0056
O1 1.71 4.36 -1.84  0.0109
N1 0.23 -1.84 -0.78  0.0251
H8 -3.43 -3.23 -1.83  0.0000
C4 -0.71 0.79 1.83  -0.0477
H9 3.10 2.17 -0.68  -0.0003
N2 -1.14 -1.96 -0.97  -0.0032
C5 0.43 0.42 1.14  0.1042
Cl3 -2.32 1.22 3.98  0.0011
H10 -3.72 -2.26 -0.33  0.0001
C6 -1.77 -1.01 -1.70  0.0020
N3 2.12 0.81 -1.92  0.0517
Cl4 -2.05 1.34 0.83  0.0172
O2 -1.22 0.01 -2.10  0.0261
C7 -3.78 -2.28 -1.42  0.0004
O3 0.34 2.73 -1.19  0.0720
C8 1.47 3.20 -1.59  0.0083
C9 1.46 -0.05 1.93  -0.0064
O4 -3.06 -1.19 -1.99  -0.0003
Co1 0.27 0.82 -0.88  2.7615
Cl5 0.11 0.21 5.68  0.0002
C10 0.23 0.28 3.96  0.0004

The HOMO-LUMO gap (alpha / beta) comes out at 8.6 / 8.7 eV. As for the spin multiplicity: 4. The calculation puts the HOMO energy (alpha / beta) at -8.820 / -8.903 eV. The expectation value of S² is 3.7569.